{
  "formula": "C59H45BrKN10O3P2",
  "method": "ωB97M-V with the def2-TZVPD basis set",
  "total_charge": -1,
  "lumo_energy_ev": 1.04,
  "gap_ha": 0.195,
  "homo_ev": -4.27,
  "relative_energy_ev": 1.374,
  "molar_mass_da": 1123.026,
  "spin_multiplicity": 1,
  "elements": ["K", "C", "C", "N", "C", "C", "N", "C", "C", "C", "C", "C", "N", "C", "C", "N", "C", "C", "N", "C", "C", "C", "N", "C", "C", "H", "H", "H", "H", "H", "H", "H", "H", "H", "H", "H", "H", "C", "N", "P", "C", "C", "C", "C", "C", "C", "C", "C", "C", "C", "C", "C", "P", "C", "C", "C", "C", "C", "C", "C", "C", "C", "C", "C", "C", "H", "H", "H", "H", "H", "H", "H", "H", "H", "H", "H", "H", "H", "H", "H", "H", "H", "H", "H", "H", "H", "H", "H", "Br", "C", "C", "C", "C", "C", "C", "N", "N", "C", "C", "C", "C", "O", "C", "N", "C", "C", "C", "C", "H", "H", "H", "H", "H", "H", "H", "H", "H", "O", "C", "O", "H"],
  "coordinates": [[-0.684, -0.232, -0.611], [-3.437, 0.752, 3.383], [-2.615, 0.216, 2.405], [-1.533, 0.855, 1.978], [-1.274, 2.045, 2.512], [-2.011, 2.497, 3.607], [-3.100, 1.864, 4.035], [-0.223, 2.879, 1.843], [0.224, 4.078, 2.393], [1.146, 4.861, 1.709], [1.562, 4.401, 0.470], [1.084, 3.190, -0.006], [0.215, 2.441, 0.664], [1.521, 2.656, -1.325], [2.789, 2.877, -1.832], [3.164, 2.416, -3.031], [2.260, 1.717, -3.711], [0.996, 1.453, -3.181], [0.628, 1.927, -2.001], [1.677, 6.136, 2.282], [1.293, 6.605, 3.534], [1.848, 7.772, 4.033], [2.751, 8.507, 3.379], [3.108, 8.063, 2.173], [2.606, 6.909, 1.595], [-4.365, 0.271, 3.673], [-2.824, -0.750, 1.959], [-1.731, 3.380, 4.171], [-0.150, 4.388, 3.358], [2.246, 4.971, -0.142], [3.543, 3.418, -1.266], [2.547, 1.335, -4.683], [0.282, 0.838, -3.721], [0.568, 6.080, 4.140], [1.561, 8.135, 5.015], [3.842, 8.662, 1.644], [2.953, 6.629, 0.610], [-0.543, -4.257, 1.195], [0.598, -3.384, 1.586], [-0.165, -2.035, 2.421], [-0.611, -2.908, 3.996], [-1.593, -2.352, 4.815], [-1.940, -2.946, 6.024], [-1.311, -4.115, 6.428], [-0.329, -4.682, 5.621], [0.020, -4.080, 4.417], [1.192, -0.975, 3.090], [1.718, -1.087, 4.378], [2.612, -0.141, 4.867], [2.996, 0.934, 4.076], [2.487, 1.056, 2.788], [1.582, 0.121, 2.308], [1.227, -2.713, 0.002], [1.909, -4.326, -0.657], [2.290, -5.372, 0.186], [2.802, -6.557, -0.327], [2.955, -6.721, -1.700], [2.571, -5.696, -2.550], [2.042, -4.517, -2.034], [2.899, -2.101, 0.596], [3.550, -2.671, 1.690], [4.783, -2.195, 2.119], [5.402, -1.142, 1.454], [4.773, -0.571, 0.359], [3.534, -1.044, -0.063], [-1.128, -4.541, 2.067], [-0.172, -5.167, 0.730], [-1.218, -3.772, 0.472], [-2.089, -1.438, 4.506], [-2.706, -2.498, 6.647], [-1.589, -4.588, 7.364], [0.167, -5.595, 5.933], [0.789, -4.515, 3.785], [1.431, -1.912, 5.016], [3.005, -0.242, 5.873], [3.683, 1.680, 4.460], [2.793, 1.886, 2.157], [1.167, 0.249, 1.302], [2.167, -5.269, 1.259], [3.080, -7.357, 0.351], [3.358, -7.645, -2.101], [2.676, -5.811, -3.623], [1.721, -3.742, -2.714], [3.076, -3.476, 2.239], [5.264, -2.650, 2.979], [6.364, -0.770, 1.792], [5.241, 0.254, -0.171], [3.045, -0.586, -0.913], [-1.602, 3.269, -8.498], [-3.000, 2.379, -7.563], [-3.697, 1.360, -8.184], [-4.756, 0.755, -7.520], [-5.116, 1.137, -6.227], [-4.363, 2.147, -5.608], [-3.320, 2.773, -6.275], [-6.360, 0.667, -5.717], [-6.612, 0.515, -4.482], [-5.662, 0.300, -3.485], [-6.020, 0.808, -2.231], [-5.126, 0.929, -1.190], [-3.782, 0.475, -1.297], [-2.921, 0.660, -0.404], [-3.464, -0.287, -2.528], [-2.260, -0.913, -2.556], [-1.937, -1.647, -3.602], [-2.825, -1.867, -4.664], [-4.042, -1.241, -4.653], [-4.386, -0.372, -3.592], [-3.424, 1.050, -9.186], [-5.328, -0.031, -8.003], [-4.621, 2.461, -4.605], [-2.761, 3.562, -5.791], [-7.025, 1.213, -2.149], [-5.413, 1.412, -0.261], [-0.942, -2.089, -3.599], [-2.551, -2.539, -5.468], [-4.756, -1.429, -5.440], [1.502, -1.260, -4.332], [2.011, -1.425, -3.210], [1.422, -1.404, -2.065], [3.096, -1.629, -3.169]]
}